DFT (wB97M-V/def2-TZVPD) results for C2H7N2P2 as an isolated structure in a non-equilibrium geometry.

Computed properties:
Orbital gap ... 8.115 eV
ΔE to the lowest compared entry with this formula, charge and spin ... 2.7824 eV

```
! RIJCOSX wB97M-V def2-TZVPD def2/J DEFGRID3
* xyz 1 1
C -0.7321 0.4870 -1.1752
C 0.1678 -0.3274 0.8459
N -1.0933 1.0732 -2.2029
N 1.6373 0.0842 0.9672
P -0.9978 1.1152 0.4799
P -0.1871 -1.3409 -0.7818
H 0.1217 -0.8605 1.6969
H -0.9665 0.7401 -3.1341
H 1.6320 1.0903 1.1078
H 2.2936 0.0234 0.1480
H 2.0589 -0.4472 1.6736
H -2.4479 0.2286 0.7610
H -1.4866 -1.8658 -0.3862
*
```